(1)
ORCA calculation (the ωB97M-V functional and the def2-TZVPD basis) on a molecular structure, C32H27BrF3IN8O5S3Zn.

energy relative to the best compared isomer or geometry (same formula, charge and spin) = 13.8 kcal per mole
electronic energy = -8195.25944 a.u.
HOMO level = -7.52 eV
lowest unoccupied orbital energy = 0.17 eV
frontier orbital gap = 7.688 eV
F_max = 1.0 eV Å⁻¹

Structure (XYZ):
```
81
Properties=species:S:1:pos:R:3:forces:R:3
Zn 0.438 -0.749 -0.116 -0.1 -0.3 0.2
C -1.538 -2.464 -1.722 0.1 0.3 0.0
N -1.310 -2.047 -0.332 -0.2 0.1 -0.1
C -1.232 -3.098 0.680 0.0 0.1 0.0
C 0.199 -3.368 1.039 0.1 0.0 -0.1
N 1.194 -2.597 0.687 0.2 -0.1 0.0
C 2.345 -3.183 1.207 -0.1 -0.2 0.1
C 3.684 -2.813 1.126 0.0 0.1 0.0
C 4.615 -3.610 1.766 0.0 0.0 0.0
C 4.239 -4.771 2.453 0.0 0.0 0.0
C 2.917 -5.167 2.520 0.0 -0.1 0.0
C 1.986 -4.350 1.894 0.1 0.1 0.0
N 0.610 -4.436 1.764 0.0 0.0 0.0
C -0.487 -1.863 -2.604 0.1 -0.2 0.1
N 0.709 -1.556 -2.172 0.2 0.1 -0.3
C 1.426 -1.156 -3.308 -0.2 -0.1 -0.1
C 2.774 -0.853 -3.487 0.0 0.0 0.0
C 3.197 -0.510 -4.758 0.0 0.0 0.1
C 2.314 -0.489 -5.844 0.1 0.0 0.0
C 0.989 -0.849 -5.697 -0.1 0.0 -0.1
C 0.573 -1.195 -4.419 0.2 -0.1 0.1
N -0.630 -1.680 -3.934 -0.1 0.0 -0.1
H -2.522 -2.131 -2.050 0.0 0.0 0.0
H -1.489 -3.551 -1.815 0.0 0.0 0.0
H -2.061 -1.403 -0.088 0.0 0.1 0.2
H -1.710 -4.026 0.351 0.0 0.0 0.0
H -1.763 -2.762 1.575 0.0 0.0 0.0
H 4.000 -1.936 0.578 0.0 0.0 0.0
H 5.661 -3.333 1.731 0.0 0.0 0.0
H 5.000 -5.371 2.936 0.0 0.0 0.0
H 2.623 -6.077 3.029 0.0 0.1 0.0
H 0.015 -5.126 2.187 -0.1 0.0 0.0
H 3.478 -0.923 -2.673 0.0 0.1 0.1
H 4.239 -0.261 -4.912 0.0 0.0 0.0
H 2.688 -0.214 -6.822 0.0 0.0 0.0
H 0.312 -0.859 -6.543 0.0 0.0 0.0
H -1.495 -1.719 -4.443 -0.1 0.0 0.1
Br 5.579 1.880 -2.357 0.0 0.0 0.0
C 4.138 3.016 -1.904 -0.1 -0.1 0.1
C 4.121 4.296 -2.436 0.0 0.1 0.0
C 3.082 5.160 -2.122 0.1 0.0 0.0
C 2.063 4.746 -1.280 -0.1 0.0 0.0
C 2.076 3.467 -0.744 -0.1 0.0 0.0
C 3.113 2.604 -1.058 0.1 -0.2 0.1
I 3.124 0.715 -0.142 0.4 0.3 -0.1
H 4.919 4.607 -3.095 0.0 0.0 0.0
H 3.075 6.160 -2.535 0.0 0.0 0.0
H 1.245 5.412 -1.038 0.0 0.0 0.0
H 1.270 3.134 -0.105 0.0 0.0 0.0
F -0.176 2.899 -3.115 0.0 0.0 0.2
C -1.297 2.180 -2.990 0.2 -0.2 -0.1
F -2.325 2.964 -3.320 0.0 -0.1 0.1
F -1.229 1.186 -3.902 0.0 0.2 0.1
S -1.507 1.450 -1.287 0.5 0.3 -0.8
O -1.884 2.566 -0.474 -0.1 -0.1 0.1
O -2.451 0.396 -1.559 -0.1 -0.1 0.3
O -0.122 0.956 -1.033 -0.6 0.4 -0.1
N -5.850 4.311 4.313 -0.1 -0.1 0.0
C -5.300 3.145 3.804 0.0 -0.1 0.0
C -4.981 2.082 4.655 0.0 0.1 0.0
C -4.432 0.920 4.145 0.1 -0.1 0.0
C -4.200 0.812 2.784 0.1 0.0 -0.1
C -4.548 1.845 1.917 0.0 0.0 0.1
C -5.106 2.998 2.425 0.0 0.1 0.0
S -3.336 -0.560 2.109 0.6 -0.1 0.1
O -3.116 -1.530 3.167 0.0 0.2 0.1
O -4.050 -1.041 0.952 0.0 0.1 -0.2
N -1.933 0.014 1.551 -0.2 -0.3 0.1
C -0.861 0.187 2.325 -0.1 -0.2 0.3
S -0.869 0.657 4.020 -0.1 -0.1 -0.3
C 0.851 0.525 4.068 -0.1 0.1 0.2
C 1.321 0.176 2.862 0.1 -0.1 -0.4
N 0.381 -0.009 1.862 -0.5 0.2 0.3
H -5.693 4.489 5.289 0.0 0.0 0.0
H -5.786 5.127 3.730 0.0 0.1 0.0
H -5.154 2.182 5.720 0.0 0.0 0.0
H -4.172 0.092 4.792 0.0 0.1 0.0
H -4.355 1.732 0.857 0.0 0.1 0.0
H -5.380 3.810 1.760 0.0 0.0 0.0
H 1.404 0.710 4.975 0.0 0.0 -0.1
H 2.364 0.026 2.627 0.0 0.0 0.1
```
Positions in Å, forces in eV/Å.



(2)
ORCA calculation (the ωB97M-V functional and the def2-TZVPD basis) on 2 unconnected molecules or ions with the total composition H3OP at a distorted geometry.

energy relative to the best compared isomer or geometry (same formula, charge and spin) = 42.3 kcal per mole
electronic energy = -418.17768 a.u.
multiplicity = 3
HOMO level (alpha / beta) = -7.97 / -10.83 eV
lowest unoccupied orbital energy (alpha / beta) = 0.83 / -2.64 eV
<S²> = 2.010
frontier orbital gap (alpha / beta) = 8.798 / 8.184 eV
F_max = 2.2 eV Å⁻¹

Structure (XYZ):
```
5
Properties=species:S:1:pos:R:3:forces:R:3
O 0.791 0.287 0.051 1.0 0.2 -0.8
P -0.728 0.133 -0.224 1.4 0.6 1.1
H 1.635 -0.507 -1.182 0.5 -0.7 -0.7
H -0.923 -0.989 0.564 -0.8 -1.0 0.0
H -0.775 1.076 0.791 -2.0 0.8 0.4
```
Positions in Å, forces in eV/Å.



(3)
ORCA calculation (the ωB97M-V functional and the def2-TZVPD basis) on 2 unconnected molecules or ions with the total composition C2H7OPS2 at a distorted geometry.

energy relative to the best compared isomer or geometry (same formula, charge and spin) = 90.7 kcal per mole
electronic energy = -1293.26722 a.u.
HOMO level (alpha / beta) = -8.79 / -8.93 eV
lowest unoccupied orbital energy (alpha / beta) = -2.68 / -0.01 eV
frontier orbital gap (alpha / beta) = 6.112 / 8.921 eV
F_max = 5.0 eV Å⁻¹

Structure (XYZ):
```
13
Properties=species:S:1:pos:R:3:forces:R:3
C 0.718 0.955 -2.849 -3.9 2.2 2.1
C -1.645 -1.424 1.535 -0.7 0.3 -0.5
O 1.368 1.405 0.149 -0.6 1.7 2.5
P 1.134 -0.181 0.422 -1.4 0.2 1.4
S 1.532 -0.698 2.308 0.4 0.2 -1.0
S -1.109 -0.202 0.330 0.6 0.3 -1.4
H 0.126 1.751 -2.237 1.7 -1.2 -1.2
H 1.740 0.935 -2.908 2.2 -0.1 -0.2
H 0.036 0.186 -3.099 0.0 -1.0 -0.6
H -2.205 -2.337 1.166 0.7 1.4 0.4
H -2.140 -0.773 2.259 -0.5 -0.8 0.1
H -0.693 -1.631 1.940 0.7 -1.1 1.0
H 1.139 2.014 0.983 0.7 -2.1 -2.6
```
Positions in Å, forces in eV/Å.



(4)
ORCA calculation (the ωB97M-V functional and the def2-TZVPD basis) on 2 unconnected molecules or ions with the total composition C4H11N3O2 at a distorted geometry.

energy relative to the best compared isomer or geometry (same formula, charge and spin) = 15.4 kcal per mole
SMILES = [H]/N=C(\N)NC.CC(=O)O
electronic energy = -473.77820 a.u.
HOMO level = -9.30 eV
lowest unoccupied orbital energy = 0.65 eV
frontier orbital gap = 9.946 eV
F_max = 1.4 eV Å⁻¹

Structure (XYZ):
```
20
Properties=species:S:1:pos:R:3:forces:R:3
H -0.119 2.306 -1.010 -0.5 0.3 -0.4
N -0.512 1.412 -0.769 1.0 -0.4 0.7
C -1.054 0.723 -1.699 -1.2 0.6 0.3
N -1.586 1.289 -2.854 0.7 0.2 -0.1
N -1.434 -0.567 -1.450 -0.3 0.6 -1.0
C -1.086 -1.145 -0.185 -0.2 -0.1 -0.4
H -1.687 0.769 -3.711 0.0 -0.3 0.2
H -1.236 2.222 -3.001 0.0 0.0 -0.2
H -1.352 -1.149 -2.268 -0.3 -0.3 0.1
H -1.244 -0.434 0.606 -0.6 0.1 0.2
H -0.036 -1.324 -0.186 0.9 -0.8 0.3
H -1.699 -2.031 -0.063 0.2 -0.2 0.3
C 1.321 -1.362 2.756 0.0 0.2 -0.4
C 1.488 -0.385 1.597 -0.5 -0.1 1.2
O 2.364 -0.436 0.783 0.0 0.2 -0.6
O 0.518 0.551 1.704 0.2 -0.2 -0.2
H 0.344 -1.147 3.175 0.2 -0.2 0.5
H 2.143 -1.230 3.455 -0.1 0.2 0.2
H 1.374 -2.400 2.432 0.0 0.0 -0.3
H 0.222 0.935 0.840 0.4 0.2 -0.4
```
Positions in Å, forces in eV/Å.